(1)
Computed, not measured: a molecular structure, C19H56AgF6O15, with ωB97M-V/def2-TZVPD.

- 2S+1 = 3
- ⟨S²⟩ = 2.007
- charge = -1
- highest occupied orbital energy (spin up / spin down) (Ha) = -0.025 / -0.209

Last column: Mulliken spin population.
Element x y z (Å)
H1 -20.672 16.682 16.110  0.00
H2 -26.475 14.442 20.366  0.00
H3 -15.810 7.434 14.265  0.08
H4 -22.193 7.598 14.211  -0.03
H5 -17.580 8.712 11.814  0.00
O1 -17.161 9.106 19.072  -0.13
H6 -20.034 13.116 14.707  0.00
H7 -25.386 13.497 17.834  0.00
H8 -23.477 12.101 17.296  0.00
H9 -25.517 11.975 16.598  0.00
H10 -16.904 16.781 16.208  0.00
O2 -20.675 8.879 15.063  -0.23
H11 -27.371 9.981 17.885  0.00
H12 -23.338 16.924 16.656  0.00
H13 -19.167 14.081 13.577  0.00
O3 -25.736 12.851 16.272  0.00
H14 -22.415 13.891 20.265  0.00
C1 -19.185 6.657 12.807  0.10
H15 -15.916 9.273 16.459  -0.07
H16 -17.947 11.140 12.713  0.00
O4 -20.297 13.604 20.281  0.00
H17 -22.804 10.852 16.201  0.00
Ag1 -18.660 7.798 15.645  3.23
H18 -26.252 9.812 19.400  0.00
H19 -15.569 9.870 14.920  0.01
C2 -22.441 16.441 17.044  0.00
H20 -21.554 14.801 21.470  0.00
C3 -15.576 8.935 15.480  0.19
H21 -22.392 15.398 16.731  0.00
H22 -21.016 13.098 17.298  0.00
H23 -19.619 14.109 19.828  0.00
H24 -26.710 11.324 18.741  0.00
H25 -18.272 18.394 15.002  0.00
C4 -22.668 11.853 16.609  0.00
H26 -15.872 10.638 19.713  0.00
H27 -26.814 12.124 14.699  0.00
H28 -22.896 12.669 15.924  0.00
H29 -17.614 10.244 14.135  0.04
H30 -24.856 12.290 21.139  0.00
O5 -21.218 17.154 16.743  0.00
H31 -22.716 8.874 15.426  0.01
H32 -19.658 12.504 13.168  0.00
H33 -14.528 8.639 15.517  0.03
F1 -17.119 12.477 17.671  0.00
H34 -22.315 9.321 13.871  0.01
H35 -27.272 13.754 15.192  0.00
C5 -21.336 12.057 17.260  0.01
F2 -18.855 13.530 16.875  0.00
C6 -20.355 6.405 11.731  0.01
H36 -27.162 13.223 19.274  0.00
H37 -18.276 6.331 12.301  0.04
O6 -25.408 10.408 17.505  0.00
C7 -26.925 12.788 15.557  0.00
H38 -17.788 15.598 15.277  0.00
C8 -18.144 12.413 16.781  0.00
H39 -17.625 10.887 20.004  0.00
H40 -16.622 9.938 21.029  0.00
C9 -26.495 10.295 18.453  0.00
C10 -17.874 16.574 15.756  0.00
C11 -26.532 14.111 19.329  0.00
H41 -23.597 11.540 20.070  0.00
H42 -19.263 9.227 11.744  0.00
O7 -16.353 8.050 14.762  -0.51
O8 -18.483 9.871 16.686  -0.51
F3 -20.644 5.120 11.624  0.00
O9 -21.186 13.875 13.076  0.00
F4 -17.637 12.362 15.585  0.00
O10 -25.306 13.854 18.721  0.00
H43 -21.480 11.767 18.301  0.00
C12 -23.954 11.680 21.090  0.00
C13 -22.028 8.591 14.628  -0.03
F5 -21.482 7.128 11.961  0.00
O11 -20.373 11.186 16.641  -0.13
H44 -19.290 10.404 13.596  0.01
H45 -27.109 14.806 18.719  0.00
C14 -18.264 10.252 13.260  -0.03
O12 -18.062 17.520 14.663  0.00
C15 -20.022 13.408 13.657  0.00
H46 -27.586 12.295 16.270  0.00
H47 -23.167 10.174 22.059  0.00
H48 -18.644 16.616 16.526  0.00
C16 -18.439 9.001 12.420  -0.02
H49 -23.166 12.291 21.530  0.00
C17 -21.474 14.406 20.458  0.00
O13 -19.184 6.014 14.088  0.13
H50 -19.165 11.069 18.231  0.00
O14 -18.824 8.000 13.266  0.14
H51 -20.622 9.825 15.218  -0.01
O15 -24.050 10.521 21.913  0.00
F6 -19.975 6.754 10.522  0.00
C18 -16.814 10.159 19.979  0.02
H52 -21.397 14.681 13.553  0.00
H53 -17.624 9.381 18.277  0.00
H54 -25.128 9.524 17.255  0.00
H55 -21.425 15.217 19.731  0.00
H56 -22.407 16.378 18.132  0.00
C19 -18.994 11.118 17.156  -0.32

(2)
Computed, not measured: a molecular structure, C11H16Br2CaN2O, with ωB97M-V/def2-TZVPD.

- charge = +2
- highest occupied orbital energy (Ha) = -0.528

Last column: natural (NBO) charge in e.
Element x y z (Å)
H1 1.320 1.939 0.807  0.23
C1 3.723 -1.065 0.171  -0.08
H2 0.084 3.176 1.050  0.27
C2 -1.469 -1.961 -0.939  0.24
H3 1.906 0.373 -0.548  0.22
C3 -0.821 0.187 0.227  0.22
H4 -2.826 1.678 0.540  0.35
H5 -3.054 -2.827 -0.478  0.40
H6 -2.863 -0.390 -0.434  0.30
H7 -3.019 1.606 2.126  0.38
O1 0.353 -0.600 0.492  -0.56
Ca1 -0.810 -4.644 -0.851  1.91
C4 2.422 -1.648 -0.106  -0.50
C5 -1.940 -0.848 -0.081  -0.55
H8 5.816 -0.270 0.476  0.26
H9 -0.543 -1.963 -1.524  0.20
C6 0.780 2.747 0.323  -0.69
H10 -1.551 0.055 2.286  0.19
H11 1.460 3.552 0.062  0.26
C7 4.817 -0.617 0.409  -0.14
C8 -0.029 2.325 -0.871  -0.01
H12 1.028 -0.814 -1.515  0.15
H13 -0.384 1.318 2.029  0.22
H14 2.551 -2.346 -0.939  0.21
C9 1.369 -0.570 -0.502  -0.06
C10 -0.715 1.192 -0.899  -0.20
N1 -2.325 1.801 1.414  -0.82
Br1 -1.677 0.765 -2.538  0.08
H15 2.062 -2.188 0.774  0.23
N2 -2.236 -3.007 -1.067  -0.91
H16 -2.199 -1.290 0.890  0.25
Br2 0.006 3.513 -2.355  0.16
C11 -1.233 0.819 1.571  -0.23

(3)
Computed, not measured: 2 unconnected molecules or ions with the total composition C7H7F3N4, with ωB97M-V/def2-TZVPD.

- highest occupied orbital energy (Ha) = -0.328

Last column: natural (NBO) charge in e.
Element x y z (Å)
H1 0.642 1.173 -3.047  0.20
N1 1.432 2.557 0.944  0.06
C1 -0.983 1.268 -1.644  -0.41
H2 1.493 -3.788 0.329  0.22
C2 -0.183 0.730 -2.551  -0.41
H3 -0.957 2.369 -1.380  0.19
F1 -1.120 0.401 2.971  -0.31
H4 1.716 0.043 -0.898  0.40
H5 -0.249 -0.441 -2.770  0.21
F2 -1.639 2.107 1.787  -0.33
N2 1.323 -0.741 -0.504  -0.35
N3 0.702 1.693 0.895  0.09
F3 -2.341 0.060 1.282  -0.32
H6 -0.448 -2.404 1.736  0.25
C3 1.232 -2.720 0.246  -0.04
C4 0.327 -1.964 1.080  -0.34
C5 0.375 -0.680 0.579  0.12
N4 1.884 -1.980 -0.595  -0.24
H7 -1.852 0.824 -1.128  0.21
C6 -0.065 0.698 0.940  -0.18
C7 -1.289 0.794 1.730  0.98

(4)
Computed, not measured: 2 unconnected molecules or ions with the total composition C27H34BN2, with ωB97M-V/def2-TZVPD.

- charge = +1
- highest occupied orbital energy (Ha) = -0.413

Last column: natural (NBO) charge in e.
Element x y z (Å)
C1 2.201 -5.500 -1.832  0.30
H1 5.036 -3.002 -2.264  0.23
C2 4.570 -5.119 -2.108  -0.12
H2 3.380 -1.404 -2.876  0.22
H3 -0.777 0.545 -0.620  0.23
C3 -1.211 1.178 0.148  0.09
C4 2.575 -1.922 -2.355  -0.66
H4 0.469 -6.414 -0.945  0.26
H5 -2.774 1.233 2.379  0.23
C5 -0.849 3.186 1.704  -0.01
H6 0.509 -0.660 0.479  0.23
H7 2.362 -1.409 -1.418  0.23
H8 2.617 0.553 -1.518  0.23
C6 4.268 -3.762 -2.155  -0.26
C7 3.399 1.182 1.033  -0.62
H9 4.065 0.499 0.489  0.24
H10 2.280 2.927 2.477  0.44
C8 0.204 4.727 3.284  -0.21
C9 2.950 -3.333 -2.068  0.29
C10 -0.986 5.465 3.323  -0.18
H11 5.594 -5.480 -2.181  0.23
C11 1.955 1.245 -0.984  -0.60
H12 3.502 0.958 2.102  0.22
C12 1.061 -6.475 -1.867  -0.65
N1 1.947 -4.174 -1.719  -0.39
H13 -7.487 1.500 0.907  0.24
C13 -5.428 1.789 0.315  0.06
H14 -6.967 3.183 0.871  0.24
C14 -6.863 2.216 0.361  -0.65
H15 -2.988 5.709 2.514  0.23
H16 3.742 2.205 0.830  0.21
H17 -7.272 2.333 -0.648  0.23
C15 -4.710 1.571 1.500  -0.23
N2 1.337 2.817 2.107  -0.49
H18 0.580 -2.487 -0.596  -0.06
H19 1.683 -1.864 -2.990  0.26
H20 -1.054 6.329 3.979  0.23
H21 2.328 2.263 -1.153  0.22
C16 -3.430 1.279 -0.959  -0.08
C17 0.985 1.910 1.174  0.52
H22 1.473 -0.581 1.951  0.22
H23 -5.211 1.630 2.470  0.23
H24 2.213 -1.200 0.460  0.23
H25 0.413 -6.307 -2.737  0.25
C18 -2.644 1.256 0.219  -0.19
H26 -0.201 -4.334 -0.736  -0.03
H27 -2.924 1.155 -1.917  0.22
H28 -0.078 -3.080 -2.266  -0.03
C19 -3.341 1.334 1.456  -0.13
H29 0.953 1.188 -1.425  0.21
H30 1.483 -7.482 -1.964  0.22
C20 3.497 -5.994 -1.990  -0.26
H31 -2.780 3.744 0.991  0.23
C21 0.245 3.601 2.474  0.09
H32 -5.358 1.682 -1.834  0.23
C22 -0.411 2.013 0.927  -0.24
H33 1.086 5.002 3.855  0.23
C23 1.514 -0.455 0.860  -0.59
C24 -2.072 5.112 2.508  -0.20
H34 3.635 -7.073 -2.015  0.23
B1 0.502 -3.539 -1.297  -0.26
C25 1.968 0.961 0.521  -0.15
C26 -4.784 1.575 -0.912  -0.24
C27 -1.980 3.989 1.679  -0.20

(5)
Computed, not measured: a single C22H26ClN7O2 molecule, with ωB97M-V/def2-TZVPD.

- SMILES string = O=C(CCc1nnc2ccc(NCCCN3CCCC3=O)nn12)NCc1ccccc1Cl
- highest occupied orbital energy (Ha) = -0.308

Last column: natural (NBO) charge in e.
Element x y z (Å)
O1 -3.416 2.290 -1.324  -0.68
C1 -3.929 -1.208 -0.656  -0.22
C2 5.711 1.440 -0.386  -0.20
H1 6.428 0.214 1.216  0.22
C3 -1.855 -0.706 -1.807  0.39
C4 -3.664 -0.757 0.785  -0.43
H2 -1.188 0.872 1.783  0.23
C5 0.794 -1.210 -2.261  0.22
H3 -4.285 -1.364 1.445  0.21
H4 4.697 2.595 -1.881  0.23
H5 -2.259 1.894 2.754  0.19
C6 0.309 -3.792 0.195  -0.45
H6 -3.664 -2.264 -0.751  0.22
N1 2.002 -2.722 -1.346  -0.31
N2 1.773 -1.132 1.180  -0.63
C7 -1.065 3.013 1.288  -0.41
C8 5.560 0.600 0.704  -0.21
C9 1.799 0.304 0.977  -0.26
H7 -2.620 -0.947 1.041  0.24
H8 4.174 -0.398 1.989  0.22
H9 0.683 -4.803 0.034  0.24
C10 0.782 -2.886 -0.882  0.36
C11 -2.689 2.318 -0.343  0.70
O2 -0.318 -1.167 2.015  -0.65
C12 3.331 1.584 -0.587  -0.04
N3 -2.874 1.607 0.777  -0.42
C13 3.155 0.733 0.498  0.01
H10 6.696 1.711 -0.735  0.22
C14 4.595 1.938 -1.032  -0.22
H11 0.006 2.933 1.459  0.22
C15 -1.410 3.117 -0.197  -0.49
H12 0.813 0.479 -3.604  0.24
C16 0.666 -1.765 1.622  0.69
Cl1 1.969 2.245 -1.419  0.00
N4 2.017 -1.697 -2.198  -0.28
H13 -1.431 3.894 1.817  0.21
H14 -3.494 0.464 -1.852  0.43
H15 0.156 -3.711 2.354  0.24
C17 -3.990 0.726 1.015  -0.22
H16 2.478 -1.666 0.689  0.42
C18 -1.822 1.765 1.759  -0.22
C19 0.209 -0.115 -2.939  -0.15
H17 1.558 0.785 1.933  0.22
N5 -1.319 -1.736 -1.189  -0.34
H18 -4.311 0.875 2.050  0.20
H19 -4.799 1.041 0.349  0.22
H20 -4.988 -1.081 -0.896  0.20
H21 -1.549 4.139 -0.544  0.23
N6 -0.026 -1.944 -1.427  -0.17
H22 -0.781 -3.793 0.159  0.24
H23 -1.612 0.970 -3.157  0.24
C20 0.781 -3.280 1.573  -0.48
N7 -3.174 -0.479 -1.646  -0.60
H24 1.026 0.596 0.255  0.21
C21 4.294 0.254 1.137  -0.21
H25 -0.648 2.654 -0.827  0.23
C22 -1.100 0.141 -2.697  -0.26
H26 1.819 -3.569 1.736  0.22

no.,F_max (eV Å⁻¹)
1,4.1
2,1.7
3,5.1
4,1.6
5,1.4